1.
{
  "formula": "C45H126O27",
  "method": "wB97M-V/def2-TZVPD",
  "multiplicity": 1,
  "e_lumo_ha": 0.010,
  "gap_ha": 0.36835,
  "homo_ev": -9.75,
  "elements": ["C", "C", "O", "O", "H", "H", "H", "H", "H", "H", "C", "C", "O", "O", "H", "H", "H", "H", "H", "H", "C", "C", "O", "O", "H", "H", "H", "H", "H", "H", "C", "C", "O", "O", "H", "H", "H", "H", "H", "H", "C", "C", "O", "O", "H", "H", "H", "H", "H", "H", "C", "C", "O", "O", "H", "H", "H", "H", "H", "H", "C", "C", "O", "O", "H", "H", "H", "H", "H", "H", "C", "C", "O", "O", "H", "H", "H", "H", "H", "H", "C", "C", "O", "O", "H", "H", "H", "H", "H", "H", "C", "C", "C", "O", "H", "H", "H", "H", "H", "H", "H", "H", "C", "C", "C", "O", "H", "H", "H", "H", "H", "H", "H", "H", "C", "C", "C", "O", "H", "H", "H", "H", "H", "H", "H", "H", "C", "C", "C", "O", "H", "H", "H", "H", "H", "H", "H", "H", "C", "C", "C", "O", "H", "H", "H", "H", "H", "H", "H", "H", "C", "C", "C", "O", "H", "H", "H", "H", "H", "H", "H", "H", "C", "C", "C", "O", "H", "H", "H", "H", "H", "H", "H", "H", "C", "C", "C", "O", "H", "H", "H", "H", "H", "H", "H", "H", "C", "C", "C", "O", "H", "H", "H", "H", "H", "H", "H", "H"],
  "xyz": [[1.57283, -3.48228, 3.58116], [1.54379, -4.63904, 2.59904], [2.82920, -5.12555, 2.25506], [0.20143, -3.19321, 3.83497], [2.15689, -2.67217, 3.14117], [2.05142, -3.66514, 4.54927], [0.94314, -4.37376, 1.74239], [1.02706, -5.47492, 3.08986], [3.27290, -4.46731, 1.70445], [0.11830, -2.34659, 4.33833], [0.51743, -1.63573, -3.53079], [0.82595, -2.01668, -4.98471], [2.08183, -2.60024, -5.16977], [-0.69629, -0.87940, -3.50378], [1.31112, -1.01019, -3.05992], [0.42236, -2.53271, -2.88550], [0.69159, -1.16606, -5.62985], [0.11412, -2.72774, -5.37772], [2.71217, -1.87557, -5.07244], [-0.92523, -0.82052, -2.54260], [-3.92357, 1.10415, -1.67300], [-5.17473, 0.16607, -1.69371], [-6.25775, 0.78799, -2.36557], [-4.26023, 2.31801, -0.91818], [-3.73850, 1.33578, -2.71157], [-3.03741, 0.60122, -1.24015], [-5.44356, -0.07826, -0.64827], [-4.93594, -0.77383, -2.20114], [-6.44067, 1.63005, -1.92395], [-3.54815, 2.94634, -1.08769], [-2.47326, -3.22134, 1.39115], [-1.70968, -4.26452, 0.57404], [-0.94973, -3.58592, -0.42723], [-1.58314, -2.32675, 2.04858], [-3.24910, -3.60953, 2.06638], [-3.04747, -2.57367, 0.69653], [-2.48714, -4.88307, 0.08942], [-1.00444, -4.90284, 1.11584], [-0.74990, -4.26397, -1.11694], [-0.96258, -2.80290, 2.60602], [-3.88561, 1.84918, 2.32415], [-3.72674, 0.32789, 2.35533], [-2.49977, 0.13725, 2.98937], [-5.09378, 2.29000, 1.77946], [-2.96498, 2.27493, 1.89968], [-3.88627, 2.18096, 3.40023], [-3.74049, -0.13661, 1.35991], [-4.47770, -0.24609, 2.92228], [-2.21283, -0.79060, 2.85834], [-4.91861, 2.37502, 0.82246], [5.20780, -1.22842, 2.84158], [6.40307, -0.84260, 1.99592], [6.48316, -1.67203, 0.85025], [3.99347, -0.91114, 2.21783], [5.27533, -0.65518, 3.76662], [5.20231, -2.29657, 3.11199], [7.32673, -1.00131, 2.56203], [6.38454, 0.19014, 1.63808], [6.05703, -1.25618, 0.08444], [3.77180, -1.57329, 1.53838], [1.24697, 0.06441, 4.23148], [2.30749, 0.49449, 5.19490], [1.92581, 1.40458, 6.23444], [0.26813, -0.76404, 4.88302], [1.74066, -0.53481, 3.45522], [0.80236, 0.93938, 3.71950], [3.11210, 0.91820, 4.53154], [2.73012, -0.37307, 5.69857], [1.57016, 2.19602, 5.77045], [-0.34179, -0.13330, 5.28862], [-4.27937, 5.42046, 1.45350], [-4.34287, 5.77342, 2.94824], [-3.49590, 6.83164, 3.31287], [-4.44097, 6.51499, 0.52586], [-5.02296, 4.63936, 1.29022], [-3.30982, 4.95856, 1.24020], [-4.10799, 4.85153, 3.52482], [-5.34286, 6.02573, 3.24049], [-2.66045, 6.39787, 3.51221], [-4.37923, 7.31663, 1.05862], [-0.65022, 3.18712, 3.67818], [-0.13387, 4.55999, 3.22882], [-0.88228, 5.61812, 3.90984], [0.07677, 2.99854, 4.91597], [-0.45505, 2.36445, 2.98596], [-1.71819, 3.13294, 3.86013], [-0.15914, 4.77205, 2.16283], [0.91560, 4.63978, 3.50591], [-0.55437, 5.57739, 4.81284], [-0.53218, 2.45653, 5.44951], [-0.19119, 4.50244, -2.35264], [-0.89117, 4.98564, -1.08496], [-0.77670, 6.49071, -0.89058], [-2.30395, 4.60085, -1.31114], [0.88104, 4.78656, -2.27408], [-0.62194, 5.00565, -3.25679], [-0.35308, 3.42165, -2.44930], [-0.46537, 4.43684, -0.22447], [-1.22293, 7.04481, -1.72693], [0.28729, 6.70211, -0.75767], [-1.29706, 6.69861, 0.06052], [-2.83364, 5.24181, -0.77774], [-4.30815, -4.15406, -4.63951], [-3.57965, -3.00332, -3.88943], [-3.71847, -3.20472, -2.39772], [-2.19819, -3.08785, -4.23003], [-5.39230, -4.01546, -4.62335], [-4.06684, -5.13986, -4.19019], [-3.99372, -4.16303, -5.67958], [-3.96748, -2.02339, -4.17572], [-3.27734, -4.16213, -2.14091], [-4.76771, -3.09021, -2.06585], [-3.11637, -2.43108, -1.90186], [-1.75728, -2.25762, -3.92812], [3.04056, 2.48588, 1.93398], [3.31981, 3.92721, 1.46667], [4.65277, 4.04787, 0.71313], [2.25936, 4.27833, 0.57463], [3.02936, 1.87776, 1.02728], [2.09459, 2.39328, 2.48913], [3.86601, 2.15315, 2.54338], [3.34820, 4.56429, 2.39428], [4.69299, 3.29855, -0.08675], [5.48760, 3.89067, 1.38752], [4.75420, 5.01556, 0.23027], [2.51975, 5.12070, 0.19382], [0.85871, 3.67568, -5.97808], [0.58951, 3.36347, -7.41853], [0.37481, 4.62887, -8.21681], [1.68067, 2.60356, -7.98352], [1.78993, 4.28132, -5.90616], [0.90768, 2.76232, -5.40996], [0.01655, 4.20464, -5.58173], [-0.33478, 2.73660, -7.50470], [1.25342, 5.25782, -8.09736], [-0.50393, 5.15897, -7.89320], [0.23793, 4.38723, -9.28246], [1.37826, 2.39442, -8.86858], [4.70570, -4.80282, -1.22516], [3.77544, -3.69041, -0.90041], [2.35131, -4.12919, -0.92129], [4.13898, -3.25596, 0.45110], [4.72056, -5.10582, -2.26205], [4.45325, -5.67899, -0.59989], [5.71590, -4.53674, -0.88373], [3.95732, -2.83111, -1.52225], [2.16108, -4.97187, -0.24984], [2.19727, -4.51430, -1.94254], [1.57329, -3.39098, -0.82059], [5.08459, -3.10369, 0.48010], [3.67653, 1.00450, -3.35086], [4.92347, 0.22316, -3.38172], [5.38894, -0.25071, -2.02439], [4.70699, -0.90379, -4.29971], [3.87245, 1.89204, -2.73103], [2.92129, 0.37404, -2.85469], [3.34115, 1.17438, -4.37746], [5.74157, 0.77399, -3.84049], [4.58321, -0.77505, -1.46412], [5.70161, 0.62627, -1.46236], [6.21883, -0.92560, -2.09001], [5.57640, -1.33758, -4.37259], [-4.13075, 1.08518, 6.35447], [-2.76580, 0.46641, 6.61184], [-2.87610, -1.03862, 6.68973], [-1.80198, 0.85892, 5.61312], [-4.07891, 2.17087, 6.26601], [-4.83391, 0.89627, 7.17775], [-4.54138, 0.60289, 5.45242], [-2.42993, 0.87873, 7.56307], [-3.78406, -1.30119, 7.26021], [-1.96044, -1.43780, 7.17613], [-2.93385, -1.43682, 5.67576], [-2.12643, 0.61617, 4.73717], [-1.97889, -7.36483, -2.99386], [-0.83606, -6.96222, -2.11509], [0.48374, -7.54698, -2.58985], [-0.85307, -5.48301, -2.15726], [-2.08840, -8.44872, -3.05590], [-1.78669, -6.97366, -4.00861], [-2.89650, -6.95987, -2.55217], [-0.96176, -7.23582, -1.06446], [0.58441, -7.20786, -3.61939], [0.36197, -8.62436, -2.62267], [1.35175, -7.21913, -2.00054], [-0.77677, -5.25946, -3.09959], [1.18806, -0.55318, 0.60509], [-0.19218, -0.02661, 0.25961], [-0.15837, 1.37605, -0.29016], [-0.90292, -0.88543, -0.66719], [1.11495, -1.48559, 1.16975], [1.68655, 0.14222, 1.24404], [1.76763, -0.71237, -0.29807], [-0.75968, 0.06758, 1.17477], [-1.19414, 1.70097, -0.52425], [0.42882, 1.32064, -1.21699], [0.29940, 2.05817, 0.38605], [-0.86733, -1.79689, -0.31550]]
}

2.
{
  "formula": "C45H24Cl4CrN5S",
  "method": "wB97M-V/def2-TZVPD",
  "multiplicity": 4,
  "e_lumo_ha": [-0.057, -0.064],
  "gap_ha": [0.22322, 0.21284],
  "homo_ev": [-7.63, -7.54],
  "elements": ["Cr", "Cl", "C", "C", "C", "C", "C", "C", "C", "C", "C", "C", "C", "C", "C", "C", "C", "C", "Cl", "C", "C", "C", "N", "C", "C", "C", "C", "C", "C", "Cl", "C", "C", "C", "C", "C", "C", "N", "C", "C", "C", "C", "C", "N", "C", "C", "C", "C", "Cl", "C", "C", "C", "C", "N", "H", "H", "H", "H", "H", "H", "H", "H", "H", "H", "H", "H", "H", "H", "H", "H", "H", "H", "H", "H", "H", "H", "H", "H", "S", "C", "N"],
  "xyz": [[0.13776, -0.08795, 0.20321], [7.00863, -6.11344, 2.50825], [5.73624, -5.04071, 2.01177], [5.11109, -4.24154, 2.95413], [4.09381, -3.38958, 2.55106], [3.70105, -3.32573, 1.21575], [4.34641, -4.13870, 0.28840], [5.36240, -4.99784, 0.67962], [2.60061, -2.40511, 0.80316], [2.91749, -1.30872, 0.00816], [4.23746, -1.02244, -0.48492], [4.13589, 0.06564, -1.27894], [2.75964, 0.47683, -1.25385], [2.25631, 1.58137, -1.93581], [3.19446, 2.37415, -2.78431], [3.09623, 2.32727, -4.17176], [3.95178, 3.06860, -4.97351], [4.91511, 3.86591, -4.37781], [5.98679, 4.80241, -5.37300], [5.03347, 3.92884, -2.99996], [4.17151, 3.18217, -2.21059], [0.93368, 2.00243, -1.86551], [-0.07082, 1.41356, -1.13483], [-1.17724, 2.21541, -1.29642], [-2.42718, 2.01334, -0.72107], [-3.50211, 3.01258, -0.99245], [-3.98557, 3.82398, 0.03223], [-4.97678, 4.76380, -0.20666], [-5.48659, 4.89683, -1.48750], [-6.72357, 6.07428, -1.79858], [-5.01965, 4.10644, -2.52489], [-4.02740, 3.17160, -2.27112], [-2.73863, 0.92978, 0.09668], [-4.04455, 0.67665, 0.64708], [-3.95139, -0.45289, 1.38031], [-2.59346, -0.91082, 1.27390], [-1.87109, -0.05676, 0.48154], [-2.12049, -2.07192, 1.86460], [-0.81935, -2.54915, 1.72540], [-0.35206, -3.78815, 2.28154], [0.96307, -3.88206, 1.98547], [1.31260, -2.70048, 1.24572], [0.20387, -1.91346, 1.07377], [-3.06115, -2.85854, 2.71647], [-4.01425, -3.69834, 2.15290], [-4.87706, -4.43207, 2.95492], [-4.78077, -4.31868, 4.33122], [-5.85625, -5.23511, 5.34136], [-3.83951, -3.48544, 4.91472], [-2.98164, -2.75952, 4.10220], [-0.85801, 3.31884, -2.16028], [0.43910, 3.18858, -2.50862], [2.02966, -0.37612, -0.46987], [5.42130, -4.28148, 3.98936], [3.60340, -2.75293, 3.27899], [4.04597, -4.10268, -0.75224], [5.86117, -5.63192, -0.04062], [5.12353, -1.58673, -0.24153], [4.92067, 0.55556, -1.83285], [2.34148, 1.69904, -4.63092], [3.87683, 3.02680, -6.05222], [5.78865, 4.56013, -2.55134], [4.25224, 3.23522, -1.13134], [-3.57381, 3.72086, 1.02978], [-5.34767, 5.39370, 0.59085], [-5.43174, 4.22397, -3.51842], [-3.66264, 2.54876, -3.08037], [-4.91744, 1.28721, 0.48075], [-4.72455, -0.94670, 1.94690], [-0.96601, -4.49100, 2.82273], [1.64234, -4.68276, 2.23366], [-4.08407, -3.78246, 1.07448], [-5.61793, -5.08856, 2.51788], [-3.78081, -3.40662, 5.99167], [-2.24289, -2.10280, 4.54742], [-1.53787, 4.11170, -2.43145], [1.02356, 3.84806, -3.13000], [1.05898, 1.19411, 4.50348], [0.78143, 0.96494, 2.94421], [0.58483, 0.80164, 1.79564]]
}

3.
{
  "formula": "C45H25F2HfI4N4",
  "method": "wB97M-V/def2-TZVPD",
  "multiplicity": 1,
  "e_lumo_ha": [-0.176, -0.177],
  "gap_ha": [0.17854, 0.17862],
  "charge": 1,
  "homo_ev": [-9.66, -9.67],
  "de_lowest_ev": 1.127,
  "elements": ["Hf", "I", "C", "C", "C", "C", "C", "C", "C", "C", "C", "C", "C", "C", "C", "C", "C", "C", "I", "C", "C", "C", "N", "C", "C", "C", "C", "C", "C", "I", "C", "C", "C", "C", "C", "C", "N", "C", "C", "C", "C", "C", "N", "C", "C", "C", "C", "I", "C", "C", "C", "C", "N", "H", "H", "H", "H", "H", "H", "H", "H", "H", "H", "H", "H", "H", "H", "H", "H", "H", "H", "H", "H", "H", "H", "H", "H", "F", "C", "F", "H"],
  "xyz": [[0.10938, -0.15394, -0.32584], [6.12702, 2.82501, -7.02035], [5.04999, 2.49556, -5.29039], [5.30571, 1.47118, -4.36144], [4.52999, 1.27895, -3.22182], [3.30186, 2.02343, -3.03113], [3.04588, 3.02914, -4.01669], [3.92781, 3.28748, -5.09497], [2.44288, 1.79337, -1.82226], [2.91148, 1.01903, -0.71288], [4.26027, 0.83291, -0.30196], [4.22958, 0.02761, 0.82028], [2.90791, -0.39970, 1.07691], [2.53195, -1.58621, 1.84735], [3.47676, -2.35411, 2.66621], [3.09927, -2.74790, 3.98015], [4.02443, -3.40338, 4.83399], [5.37875, -3.50931, 4.50032], [6.85796, -3.98772, 5.97622], [5.69063, -3.17537, 3.19100], [4.79223, -2.60100, 2.31774], [1.21717, -2.20534, 1.84618], [0.11309, -1.45393, 1.39099], [-0.96776, -2.25870, 1.67317], [-2.32784, -2.00324, 1.29059], [-3.45722, -2.94062, 1.84019], [-3.28989, -3.32677, 3.15851], [-4.33780, -4.00932, 3.83729], [-5.44047, -4.36676, 3.11631], [-6.75876, -5.67122, 4.05551], [-5.66478, -3.96712, 1.80059], [-4.67061, -3.21333, 1.19967], [-2.72395, -0.81593, 0.66029], [-4.08952, -0.36261, 0.53179], [-4.12983, 0.85651, -0.10751], [-2.80989, 1.20347, -0.43933], [-1.92392, 0.23208, 0.04496], [-2.42482, 2.43219, -0.99652], [-1.03877, 2.73065, -1.27236], [-0.52411, 3.92487, -1.80309], [0.82750, 3.74651, -2.08788], [1.17224, 2.40505, -1.78571], [0.02056, 1.82174, -1.22908], [-3.42167, 3.48825, -1.25450], [-4.43701, 3.79820, -0.39610], [-5.43996, 4.72577, -0.69449], [-5.56582, 5.27699, -1.95415], [-7.16173, 6.42955, -2.58840], [-4.52233, 4.95705, -2.82821], [-3.46460, 4.10635, -2.48191], [-0.52060, -3.57708, 2.02923], [0.85177, -3.48241, 2.24198], [2.09188, 0.32760, 0.18700], [6.06019, 0.70912, -4.62144], [4.73942, 0.43643, -2.53508], [2.21616, 3.73218, -3.96612], [3.71105, 4.19951, -5.70394], [5.16071, 1.12107, -0.78269], [5.09924, -0.20810, 1.47604], [2.11323, -2.54251, 4.36474], [3.66353, -3.74927, 5.82123], [6.68454, -3.40711, 2.87641], [5.16815, -2.21880, 1.34446], [-2.41254, -3.07575, 3.71328], [-4.09622, -4.25277, 4.86704], [-6.55320, -4.32370, 1.31009], [-4.73944, -2.96274, 0.10751], [-4.98997, -0.80255, 1.01763], [-5.07579, 1.41934, -0.36785], [-1.06381, 4.80690, -1.79850], [1.49017, 4.56321, -2.39877], [-4.43283, 3.47696, 0.65522], [-6.25755, 4.98993, 0.05626], [-4.49193, 5.46655, -3.81315], [-2.75709, 3.88881, -3.30173], [-1.15478, -4.44814, 2.35531], [1.50491, -4.29943, 2.56236], [0.54446, -1.18614, -3.07865], [0.48680, -1.68604, -1.76775], [-0.90661, -2.00018, -1.60672], [1.10691, -2.62030, -1.78059]]
}